1.
{"formula": "C24H19KNO3PS", "method": "ωB97M-V/def2-TZVPD", "e_above_lowest_kcal_mol": 5.6, "charge": -2, "e_homo_ev": 1.69, "spin_multiplicity": 1, "homo_lumo_gap_ev": 2.63, "symbols": ["K", "O", "S", "O", "O", "C", "C", "C", "C", "C", "C", "P", "C", "C", "C", "C", "C", "C", "C", "C", "C", "C", "C", "C", "H", "H", "H", "H", "H", "H", "H", "H", "H", "H", "H", "H", "H", "H", "N", "C", "C", "C", "C", "C", "C", "H", "H", "H", "H", "H"], "coordinates": [[-2.203905, -0.496191, -2.269649], [-2.243988, -3.003977, -0.384717], [-3.915310, -2.368655, -0.749447], [-3.756737, -0.951119, -0.380096], [-3.922003, -2.567920, -2.201939], [-1.908101, -2.808846, 0.921383], [-2.500939, -3.599543, 1.910622], [-2.178283, -3.413693, 3.241654], [-1.255789, -2.439947, 3.604340], [-0.662283, -1.660892, 2.622470], [-0.976544, -1.826252, 1.277644], [-0.195160, -0.839927, -0.075018], [1.450698, -1.664827, -0.026695], [2.708909, -1.094599, 0.124437], [3.863857, -1.866502, 0.026768], [3.787504, -3.222916, -0.228494], [2.538849, -3.805492, -0.395915], [1.391944, -3.035965, -0.304796], [-0.169575, 0.822603, 0.702308], [-1.438406, 1.222211, 1.145886], [-1.649996, 2.489974, 1.657315], [-0.605219, 3.402310, 1.718282], [0.639664, 3.036310, 1.241636], [0.856288, 1.759952, 0.735456], [-3.218620, -4.351273, 1.607208], [-2.648074, -4.028563, 4.000972], [-1.004047, -2.288425, 4.647134], [0.052987, -0.893694, 2.897047], [2.812106, -0.041443, 0.312586], [4.830923, -1.391916, 0.144265], [4.688838, -3.817503, -0.315368], [2.460575, -4.864399, -0.611013], [0.423115, -3.498754, -0.461348], [-2.272860, 0.529858, 1.073944], [-2.644269, 2.776160, 1.978026], [-0.773781, 4.404663, 2.092998], [1.445941, 3.758323, 1.215056], [1.817211, 1.551089, 0.299792], [-0.826456, 1.019474, -3.519396], [-0.189004, 2.080288, -3.147536], [-0.711244, 3.087358, -2.177277], [-0.051162, 4.247234, -1.837942], [1.220199, 4.581779, -2.354933], [1.797661, 3.646176, -3.247456], [1.168813, 2.479014, -3.616661], [-1.685148, 2.876077, -1.735585], [-0.523905, 4.928749, -1.126959], [1.722750, 5.504820, -2.084652], [2.788218, 3.856694, -3.656852], [1.663758, 1.782118, -4.289488]], "forces_ev_per_angstrom": [[0.12, 0.15, -1.07], [0.08, 0.09, 0.33], [-0.64, -0.26, 0.24], [-0.37, -0.30, 0.50], [0.03, -0.15, 0.18], [-0.06, -0.04, -0.32], [-0.02, -0.02, -0.04], [0.00, 0.01, 0.01], [0.06, 0.07, 0.03], [0.02, -0.04, 0.07], [0.00, -0.02, -0.08], [0.36, 0.02, 0.23], [0.04, 0.00, -0.01], [0.06, -0.02, 0.03], [-0.01, 0.10, 0.03], [0.03, 0.01, -0.01], [-0.10, -0.03, 0.00], [-0.02, -0.08, 0.01], [-0.15, -0.08, 0.18], [0.00, -0.08, 0.09], [0.00, 0.00, -0.05], [0.01, -0.04, 0.02], [0.06, -0.02, 0.04], [-0.04, 0.03, -0.13], [0.01, 0.00, -0.02], [0.00, 0.00, 0.00], [0.02, 0.01, 0.00], [0.00, 0.00, 0.02], [0.02, 0.12, 0.03], [-0.01, 0.03, 0.00], [0.00, -0.01, 0.01], [-0.04, -0.01, -0.01], [0.02, -0.02, -0.01], [0.02, 0.05, 0.01], [-0.02, -0.01, 0.01], [0.00, 0.01, -0.01], [0.00, -0.02, -0.05], [0.09, -0.02, -0.08], [0.56, 0.97, 0.05], [-0.18, -0.43, -0.25], [0.18, 0.22, -0.08], [0.01, -0.17, -0.13], [-0.02, -0.05, 0.02], [-0.13, -0.12, 0.08], [0.06, 0.17, 0.24], [-0.03, 0.00, -0.04], [-0.01, -0.01, -0.01], [0.01, 0.00, -0.01], [0.00, 0.00, 0.00], [-0.04, 0.00, -0.04]], "mulliken_charge": [0.383, -0.502, 0.517, -0.529, -0.595, 0.144, -0.418, -0.513, -0.709, -0.244, 0.441, 0.519, 0.489, -0.187, -0.716, -0.377, -0.717, -0.491, 1.168, -0.560, -0.671, -0.399, -0.921, -0.457, 0.437, 0.353, 0.385, 0.411, 0.129, 0.372, 0.340, 0.376, 0.349, 0.268, 0.361, 0.339, 0.298, 0.379, -1.088, 0.142, -0.228, -0.385, -0.620, -0.139, -0.409, 0.157, 0.305, 0.330, 0.261, 0.221]}

=====

2.
{"formula": "C24H19N2O7S2", "method": "ωB97M-V/def2-TZVPD", "charge": -1, "smiles": "COc1ccc([C@H](C2=[S@@](=O)([O-])c3ccccc3S2(=O)=O)[C@@](C)(C#N)c2ccc([N+](=O)[O-])cc2)cc1", "e_homo_ev": -4.35, "spin_multiplicity": 1, "homo_lumo_gap_ev": 5.39, "symbols": ["C", "O", "C", "C", "C", "C", "C", "C", "S", "O", "O", "C", "C", "C", "C", "C", "C", "S", "O", "O", "C", "C", "C", "N", "C", "C", "C", "C", "N", "O", "O", "C", "C", "C", "C", "H", "H", "H", "H", "H", "H", "H", "H", "H", "H", "H", "H", "H", "H", "H", "H", "H", "H", "H"], "coordinates": [[0.846518, 3.002755, 8.128981], [-0.429043, 3.468035, 7.639216], [-1.160745, 2.624888, 6.866623], [-0.714150, 1.318946, 6.539726], [-1.586579, 0.502343, 5.838713], [-2.765474, 1.013567, 5.325986], [-3.576247, 0.075714, 4.457628], [-4.331940, -1.021326, 5.282853], [-3.899486, -1.474544, 6.912382], [-2.767587, -2.384377, 6.765244], [-3.814547, -0.380294, 7.845909], [-5.322698, -2.441803, 7.432180], [-5.478233, -3.098452, 8.655710], [-6.653464, -3.802615, 8.916152], [-7.673765, -3.839978, 7.962846], [-7.531936, -3.159142, 6.757162], [-6.351898, -2.453533, 6.517992], [-6.027653, -1.498837, 5.032161], [-6.952988, -0.409359, 5.014588], [-6.056809, -2.466979, 3.937048], [-2.857426, -0.253304, 3.167095], [-3.330232, -1.583954, 2.587079], [-3.277788, 0.847111, 2.249341], [-3.649512, 1.795613, 1.668438], [-1.251665, -0.172402, 3.045015], [-0.447838, -1.316779, 2.782590], [0.915648, -1.248879, 2.454471], [1.559216, -0.022126, 2.284933], [2.964101, 0.042814, 2.013303], [3.507842, 1.171475, 1.937585], [3.625573, -1.013309, 1.883992], [0.799045, 1.131693, 2.501987], [-0.561486, 1.057254, 2.827359], [-3.216378, 2.288888, 5.634612], [-2.405962, 3.115770, 6.397536], [1.185079, 3.838693, 8.745566], [0.743768, 2.085606, 8.731315], [1.545053, 2.824755, 7.296193], [0.258327, 0.914446, 6.840652], [-1.322844, -0.536889, 5.650684], [-4.502198, 0.635987, 4.197334], [-4.677144, -3.031229, 9.384345], [-6.757757, -4.331951, 9.863510], [-8.574445, -4.411099, 8.160613], [-8.321930, -3.163370, 6.011294], [-2.752435, -2.388483, 3.057751], [-4.409051, -1.780705, 2.731813], [-3.109844, -1.459662, 1.509926], [-0.895324, -2.313430, 2.716616], [1.493245, -2.158024, 2.271986], [1.306005, 2.080787, 2.354457], [-1.100994, 2.004758, 2.805192], [-4.196255, 2.598745, 5.290867], [-2.712927, 4.120810, 6.657750]], "forces_ev_per_angstrom": [[-0.76, 0.37, -0.29], [0.78, 0.03, 0.36], [-0.10, -0.75, -0.62], [-0.44, 0.63, 0.48], [0.50, 0.51, -0.21], [-0.61, -0.99, -0.08], [-2.87, 0.57, 2.75], [-0.93, -0.97, 1.28], [0.30, -0.41, -2.32], [0.21, 0.20, 1.19], [0.39, 0.11, 0.68], [-0.44, 0.02, -0.12], [0.24, 0.18, -0.17], [0.35, 0.16, -0.12], [0.21, 0.09, -0.14], [0.11, 0.16, -0.05], [0.23, 0.08, -0.09], [3.02, -0.88, -0.29], [-1.09, 0.86, -0.42], [-0.91, 0.45, 0.03], [1.28, -0.09, -1.57], [0.00, 0.18, -0.81], [-0.99, 2.15, -0.95], [0.93, -2.30, 1.11], [0.87, -0.11, -1.13], [-0.29, 0.10, -0.02], [0.12, -0.10, -0.24], [-1.89, -0.37, 1.13], [3.04, 0.40, -0.48], [-1.26, -1.96, 0.12], [-1.57, 1.72, 0.23], [0.05, -0.07, -0.22], [-0.03, -0.20, -0.03], [0.68, -0.05, 0.12], [0.69, -0.53, 0.36], [0.17, -0.30, -0.06], [-0.03, 0.31, -0.17], [-0.17, 0.05, 0.24], [-0.49, 0.34, 0.08], [-0.01, 0.23, 0.01], [0.80, 0.11, -0.51], [-0.09, -0.13, 0.00], [-0.03, 0.15, -0.24], [0.03, 0.09, -0.03], [0.12, -0.01, 0.10], [-0.48, 0.09, -0.23], [0.68, 0.26, 0.01], [-0.08, -0.88, 0.31], [0.22, 0.47, 0.41], [-0.34, 0.24, 0.09], [-0.34, -0.01, 0.07], [0.00, -0.30, 0.40], [0.11, 0.14, -0.05], [0.08, -0.03, 0.09]], "mulliken_charge": [-0.786, -0.478, 0.870, -1.296, 0.174, 0.127, -0.284, -1.406, 1.526, -0.753, -0.715, 0.390, -0.626, -0.625, -0.485, -0.700, -0.113, 1.569, -0.750, -0.791, 3.319, -2.165, -0.460, -0.783, 0.224, -0.429, -0.714, -0.317, 0.913, -0.593, -0.596, -0.675, -0.048, -0.386, -0.983, 0.243, 0.307, 0.297, 0.320, 0.621, 0.673, 0.435, 0.359, 0.364, 0.429, 0.408, 0.458, 0.538, 0.245, 0.446, 0.463, 0.355, 0.467, 0.412]}